# C23H30As2NO8S4W

C23H30As2NO8S4W as an isolated structure (wB97M-V/def2-TZVPD, the Open Molecules 2025 dataset).

As for the max |F|: 0.0390 hartree/bohr. The calculation puts the energy above the lowest of the compared OMol25 structures with the same formula, charge and spin at 0.2004 eV. As for the HOMO-LUMO gap (alpha / beta): 4.550 / 4.558 eV.

Structure (ORCA input):
```
! wB97M-V def2-TZVPD RIJCOSX def2/J DEFGRID3
* xyz 1 1
W 0.92419 -0.05328 1.00791
S 1.94113 -2.13155 1.64983
S 1.56214 -2.00707 3.68420
S 2.39184 -0.20775 4.20120
S 1.44933 1.15156 2.92932
C 5.63485 -1.56632 1.21672
N 5.67060 -0.12258 1.35409
C 6.34812 0.27709 2.57348
C 4.37008 0.49651 1.23727
C 3.80452 0.37466 -0.16257
C 4.69081 0.67900 -1.19952
C 4.33936 0.55228 -2.52980
C 3.07469 0.07872 -2.85460
C 2.17515 -0.18742 -1.84227
C 2.48364 -0.00677 -0.47553
H 6.65385 -1.94720 1.14400
H 5.10247 -1.84698 0.30648
H 5.14360 -2.06649 2.06919
H 7.36735 -0.10956 2.56902
H 5.85164 -0.09535 3.48608
H 6.39892 1.36543 2.63635
H 4.50359 1.55852 1.47289
H 3.66034 0.10708 1.96686
H 5.69415 0.98338 -0.92611
H 5.05456 0.78752 -3.30831
H 2.79426 -0.09444 -3.88677
H 1.22838 -0.60146 -2.14126
C 1.70271 3.39552 0.03163
O 0.80489 2.25450 0.07357
C -0.42761 2.45861 0.62833
O -0.82776 3.51508 1.00204
C -0.96058 1.08633 0.76786
C -2.06924 0.69453 1.54214
As -3.93418 1.08297 1.16397
C -3.69867 2.63118 0.00544
C -3.82148 -0.31130 -0.30271
C -2.75429 -0.67043 -0.99264
As -0.86774 -0.16288 -0.84131
C -0.75557 1.03453 -2.34548
C -2.69436 -1.59538 -2.17298
O -1.59998 -1.97620 -2.54515
O -3.83249 -1.85200 -2.76508
C -3.77392 -2.75469 -3.89815
C -5.17400 -0.93369 -0.53714
O -5.41434 -2.09967 -0.41683
O -6.06238 0.03241 -0.78081
C -7.43868 -0.39307 -0.91443
C -1.78211 -0.58945 2.16178
O -0.62961 -1.06759 2.07557
O -2.72854 -1.24198 2.75436
C -2.41362 -2.53042 3.36310
H 2.56452 3.05905 -0.53666
H 1.98547 3.67951 1.04193
H 1.19975 4.22042 -0.46168
H -3.49189 3.49942 0.62674
H -4.63311 2.77498 -0.53391
H -2.88562 2.48943 -0.70081
H -1.63108 1.67680 -2.33271
H -0.74335 0.42065 -3.24117
H 0.16071 1.61136 -2.28130
H -4.77457 -2.74457 -4.31169
H -3.50588 -3.74955 -3.55428
H -3.04518 -2.39969 -4.62016
H -8.03801 0.48962 -0.72303
H -7.65858 -1.17868 -0.19883
H -7.60125 -0.75308 -1.92671
H -3.36852 -2.92314 3.68812
H -1.74588 -2.36781 4.20191
H -1.94755 -3.17917 2.62903
*
```